No. 1
ORCA calculation (ωB97M-V with the def2-TZVPD basis set) on 10 unconnected molecules or ions with the total composition C42H86NO18S10 at a distorted geometry.

Computed properties:
* molecular weight: 1213.81 g mol⁻¹
* total charge: +1
* electronic energy: -7042.415369 Ha
* frontier orbital gap: 6.44 eV
* LUMO: -4.42 eV

```
157
Properties=species:S:1:pos:R:3:forces:R:3:lowdin_charge:R:1
C 2.176107 -1.744197 4.581766 0.1567 0.2363 0.0646 0.013
C 2.067280 -0.479940 5.051386 0.3211 -0.0735 0.1671 -0.345
S 1.799494 0.725181 3.793173 2.0040 -0.2065 -1.1371 1.123
N 0.311378 0.311784 3.181642 -0.4281 0.5044 0.5017 -0.265
C -0.788280 1.296984 3.347086 -0.4353 0.1733 -0.6905 -0.228
C -2.120073 0.619350 3.624471 -0.1439 -0.0358 0.5767 -0.184
C -2.107620 -0.378534 4.793264 -0.3056 -0.2551 -0.1705 -0.221
C -1.810837 -1.841857 4.389468 0.5367 0.3567 0.2817 -0.092
H 1.530464 -2.523350 4.973631 1.1291 -0.4574 1.0429 0.077
H 2.911938 -2.005574 3.823885 -1.0968 0.1500 -1.1652 0.097
H 2.199568 -0.171778 6.081834 -1.6494 -0.0277 0.2567 0.094
H 1.620788 1.867027 4.497481 -0.4216 -0.1416 0.2302 0.046
H 0.059456 -0.620798 3.494600 0.0639 0.0172 0.1961 0.052
H -0.580221 2.037333 4.126643 0.2271 -0.2247 0.1831 0.111
H -0.870698 1.848442 2.409522 0.1133 0.0826 0.0246 0.108
H -2.820382 1.412482 3.890935 0.0178 0.1123 -0.2316 0.128
H -2.521769 0.148296 2.729073 0.0699 0.0127 -0.0618 0.089
H -3.099158 -0.361625 5.241566 0.0154 0.0662 0.0685 0.110
H -1.414956 -0.039348 5.569412 0.0137 0.0338 0.0012 0.104
H -0.963378 -2.231960 4.961146 -0.0171 -0.1004 -0.0185 0.055
H -1.545680 -1.905718 3.332218 -0.1273 -0.2037 -0.0405 0.055
H -2.650676 -2.499980 4.589932 -0.0881 0.0092 -0.2027 0.081
C -3.887253 -2.957157 0.127801 -0.0734 -0.0328 0.0201 -0.204
C -5.244240 -2.713679 -0.542038 0.0469 0.0761 -0.0438 -0.205
C -6.155811 -2.042516 0.492225 -0.1039 -0.2056 -0.1611 -0.213
S -5.072085 -1.132098 1.595740 0.0023 -0.1842 -0.4531 0.660
O -5.134783 -1.710989 2.917392 0.0763 0.2428 0.1251 -0.322
O -5.248009 0.287214 1.392022 0.0963 0.0719 0.3213 -0.336
C -3.535631 -1.649305 0.830980 0.1148 -0.1871 -0.2614 -0.234
H -3.123293 -3.237097 -0.595647 0.0032 0.0143 -0.0076 0.120
H -3.971988 -3.762833 0.860661 0.0104 0.0121 0.0182 0.122
H -5.107526 -2.055738 -1.402751 0.0122 -0.0006 -0.0022 0.124
H -5.689881 -3.639435 -0.902430 -0.0177 -0.0127 0.0411 0.102
H -6.851715 -1.340982 0.039438 -0.0296 0.0605 0.1254 0.108
H -6.700567 -2.776833 1.083332 0.0072 0.0396 0.0601 0.093
H -2.768591 -1.761017 1.591091 -0.0564 0.0515 0.0722 0.069
H -3.247121 -0.880400 0.113041 -0.0018 0.0198 0.0149 0.105
C -1.809968 3.928108 -0.183446 0.0949 -0.0447 -0.0670 -0.216
C -1.157098 4.566172 -1.416544 -0.0649 -0.1460 0.0587 -0.216
C -0.549418 3.431144 -2.250352 0.1026 0.2368 -0.0203 -0.205
S -1.538567 1.968917 -1.909108 -0.2804 0.3323 0.2299 0.663
O -0.718549 0.991981 -1.228318 -0.0307 -0.0828 -0.0559 -0.336
O -2.320215 1.603269 -3.061791 0.1638 -0.2352 -0.1120 -0.321
C -2.617229 2.742969 -0.704790 0.0290 0.1758 0.2951 -0.224
H -2.443744 4.634512 0.351712 0.0017 -0.0023 0.0098 0.112
H -1.035831 3.580173 0.506393 -0.0106 0.0006 0.0155 0.104
H -1.911441 5.088565 -2.002376 0.0115 0.0279 -0.0022 0.097
H -0.400545 5.298111 -1.143519 -0.0057 0.0320 -0.0469 0.116
H -0.590054 3.636391 -3.316988 0.0174 -0.1169 -0.0295 0.106
H 0.473786 3.208018 -1.953793 -0.0219 -0.0973 0.0159 0.104
H -2.883017 2.017979 0.062972 -0.0379 -0.1035 -0.1071 0.092
H -3.513348 3.074891 -1.227424 0.0036 -0.0651 -0.0566 0.111
C -1.768391 -1.023303 -7.934914 -0.0313 0.0836 0.0343 -0.219
C -1.293776 -0.430574 -6.602198 -0.0251 -0.0755 -0.0185 -0.205
C -2.487466 -0.461138 -5.640619 0.2467 0.1171 0.0138 -0.227
S -3.516007 -1.835398 -6.171362 0.2054 0.0006 -0.0982 0.668
O -4.782464 -1.316199 -6.631668 -0.0854 -0.0910 0.1012 -0.331
O -3.476598 -2.885333 -5.177488 -0.1894 0.0074 0.0271 -0.346
C -2.522013 -2.302049 -7.585611 -0.1123 0.2873 0.0330 -0.241
H -0.936317 -1.228251 -8.603758 0.0009 -0.0249 0.0009 0.094
H -2.440809 -0.321346 -8.434468 -0.0184 -0.0238 -0.0138 0.120
H -0.477384 -1.038697 -6.210021 -0.0004 -0.0308 -0.0181 0.105
H -0.917915 0.585043 -6.720241 -0.0037 0.0045 0.0014 0.115
H -2.193613 -0.624687 -4.608024 -0.1096 0.0109 0.0391 0.087
H -3.089276 0.442252 -5.709127 -0.0854 -0.0495 0.0099 0.101
H -3.172743 -2.659807 -8.379499 -0.0728 -0.0466 0.0752 0.113
H -1.853697 -3.093153 -7.266829 -0.0078 0.0003 0.0480 0.077
C 3.203469 -4.320339 -9.664271 -0.0194 -0.0295 0.0966 -0.218
C 2.716728 -5.585467 -8.944016 -0.0207 0.0482 -0.0397 -0.210
C 1.722143 -5.143083 -7.863106 0.1551 -0.2312 -0.0288 -0.213
S 0.985857 -3.614170 -8.459211 0.1280 -0.2192 -0.1787 0.674
O 1.366020 -2.536446 -7.578576 -0.1270 0.0424 0.0376 -0.314
O -0.402685 -3.832757 -8.784220 0.1977 -0.0104 -0.0343 -0.323
C 1.951727 -3.501090 -9.961448 0.1961 -0.0314 -0.1241 -0.225
H 3.747390 -4.557167 -10.576881 0.0040 0.0036 -0.0035 0.117
H 3.871245 -3.754579 -9.011369 0.0014 0.0251 -0.0182 0.120
H 2.217285 -6.242245 -9.658256 -0.0146 0.0117 -0.0060 0.118
H 3.542319 -6.144709 -8.507547 -0.0034 -0.0079 0.0070 0.115
H 0.928147 -5.867262 -7.700485 -0.0699 0.0790 0.0449 0.104
H 2.216975 -4.918640 -6.920299 -0.0335 0.0967 -0.0001 0.105
H 2.149072 -2.454138 -10.179289 -0.0913 0.0335 0.0637 0.110
H 1.362182 -3.946587 -10.762204 -0.0458 0.0058 0.0243 0.110
C 3.952532 -4.567430 8.259633 0.0879 0.0067 -0.0254 -0.216
C 5.237732 -3.788856 7.943691 -0.0669 -0.0434 -0.0313 -0.212
C 5.943482 -4.516748 6.792485 0.0835 0.1971 0.1785 -0.215
S 4.647828 -5.334882 5.848354 -0.0904 0.1915 0.1919 0.662
O 4.813567 -6.756818 5.964832 0.0400 -0.0423 -0.2116 -0.303
O 4.501188 -4.691366 4.563668 -0.0521 -0.0618 -0.0356 -0.339
C 3.290448 -4.846805 6.914427 -0.0494 0.0523 0.2459 -0.232
H 3.290942 -4.009367 8.920456 0.0029 -0.0125 0.0195 0.115
H 4.201657 -5.509173 8.751549 -0.0325 -0.0159 -0.0042 0.123
H 4.983789 -2.771149 7.637612 -0.0047 -0.0036 -0.0137 0.111
H 5.887824 -3.714811 8.813389 0.0096 0.0119 -0.0019 0.116
H 6.477634 -3.839311 6.131417 0.0140 -0.0792 -0.0788 0.102
H 6.617999 -5.289785 7.154429 -0.0476 -0.0753 -0.0569 0.107
H 2.554713 -5.647043 6.941713 0.0411 -0.0450 -0.1077 0.111
H 2.849735 -3.943292 6.493382 0.0172 -0.0012 -0.0224 0.075
C 6.540842 3.557492 1.153495 -0.2789 0.0560 0.0233 -0.216
C 5.976435 2.290131 1.808089 -0.1678 -0.0325 -0.3242 -0.212
C 4.901737 2.740442 2.797203 0.2496 -0.2687 0.1542 -0.227
S 4.238488 4.282951 2.171590 0.1045 -0.0806 -0.1855 0.658
O 4.556396 5.334705 3.103843 -0.1318 0.0304 0.0381 -0.317
O 2.871593 4.064171 1.749853 -0.0728 0.0619 0.1557 -0.349
C 5.324972 4.399879 0.756359 0.2173 -0.0955 -0.1530 -0.216
H 7.161034 3.322959 0.290887 0.0115 0.0167 -0.0023 0.125
H 7.153001 4.102727 1.867467 0.0242 0.0184 -0.0161 0.096
H 5.529841 1.655068 1.038505 -0.0635 0.0494 -0.0064 0.123
H 6.742167 1.709735 2.306691 0.0247 -0.0099 -0.0178 0.079
H 4.081659 2.033736 2.874437 -0.0495 -0.0051 0.0146 0.041
H 5.324986 2.932463 3.783067 -0.0381 0.0979 0.0000 0.100
H 5.551810 5.446778 0.569330 -0.0879 0.0347 0.0662 0.111
H 4.800218 3.973090 -0.098154 -0.0647 0.0101 0.0293 0.108
C -8.713003 -6.733770 -2.821144 -0.0242 0.1001 -0.0122 -0.218
C -8.026994 -5.417707 -3.213888 -0.0094 -0.0486 0.0614 -0.207
C -8.617099 -4.314336 -2.327271 0.1333 -0.0065 -0.2168 -0.215
S -9.128597 -5.118352 -0.798418 0.1150 -0.0631 -0.1346 0.665
O -10.559584 -5.029563 -0.681377 -0.0148 0.0512 0.0935 -0.310
O -8.276068 -4.693771 0.287192 -0.0031 0.0841 0.0495 -0.335
C -8.690071 -6.781034 -1.296677 0.0436 -0.1625 -0.1622 -0.230
H -8.208932 -7.597124 -3.251942 -0.0045 -0.0064 -0.0031 0.116
H -9.745387 -6.734594 -3.176309 -0.0087 -0.0256 0.0145 0.121
H -6.952383 -5.499007 -3.038251 0.0017 -0.0008 0.0079 0.115
H -8.167274 -5.186305 -4.267913 0.0138 0.0155 -0.0032 0.117
H -7.893764 -3.538949 -2.087320 -0.0645 0.0450 0.0704 0.087
H -9.504398 -3.866146 -2.769512 -0.0562 -0.0214 0.0789 0.107
H -9.402231 -7.479387 -0.863929 -0.0306 0.0779 0.0841 0.108
H -7.688400 -6.983364 -0.918097 -0.0029 0.0311 0.0354 0.106
C 10.865305 3.393624 5.306678 -0.0987 0.0677 -0.0220 -0.214
C 9.727627 3.951253 6.172781 0.0308 -0.0565 -0.0200 -0.207
C 8.420704 3.750587 5.394667 0.0685 0.1567 0.1943 -0.213
S 8.682714 2.310238 4.347329 0.3286 0.1524 0.3374 0.675
O 8.644769 2.732792 2.967052 0.1332 -0.1301 0.1573 -0.324
O 7.854255 1.217224 4.799870 -0.1477 0.0072 -0.2181 -0.330
C 10.386802 2.032535 4.810689 0.2034 0.0367 0.0904 -0.224
H 11.794744 3.305484 5.865719 0.0075 -0.0033 -0.0040 0.119
H 11.044807 4.056264 4.457804 0.0245 -0.0203 -0.0143 0.122
H 9.684097 3.403298 7.115619 -0.0040 -0.0176 -0.0065 0.118
H 9.879473 5.001938 6.412014 -0.0108 0.0059 0.0015 0.118
H 7.571669 3.556258 6.045056 -0.0588 -0.0389 -0.0805 0.102
H 8.201840 4.594137 4.742213 -0.0108 -0.0585 -0.0776 0.108
H 10.933484 1.659234 3.948058 -0.1037 -0.0447 -0.0500 0.111
H 10.391527 1.290867 5.609052 -0.0399 -0.0208 -0.0125 0.110
C -4.513511 9.062436 -0.610582 -0.0119 -0.0016 -0.0940 -0.218
C -5.101482 8.213873 -1.746625 0.0596 0.0096 0.0366 -0.212
C -4.150714 8.330743 -2.944486 -0.2578 -0.0860 0.0297 -0.215
S -2.516054 8.643712 -2.258526 -0.1224 -0.0508 0.0513 0.666
O -2.085219 9.956684 -2.656646 0.0879 -0.0122 -0.0392 -0.308
O -1.668310 7.495018 -2.472178 0.0540 0.0811 -0.0256 -0.334
C -3.032792 8.703573 -0.543892 -0.1576 0.0339 0.1620 -0.229
H -5.011718 8.870611 0.338284 -0.0042 0.0095 0.0039 0.116
H -4.627537 10.123122 -0.842069 0.0192 0.0104 0.0211 0.121
H -5.167506 7.171774 -1.426797 0.0141 -0.0022 0.0040 0.114
H -6.105803 8.537054 -2.014041 -0.0057 -0.0083 -0.0073 0.115
H -4.108397 7.421044 -3.537834 0.0937 0.0335 -0.0532 0.102
H -4.400712 9.175948 -3.582316 0.0920 0.0419 0.0106 0.106
H -2.423365 9.432925 -0.015802 0.0856 -0.0080 -0.0813 0.109
H -2.881178 7.710426 -0.120554 0.0308 -0.0110 -0.0289 0.098
```
Positions in Å, forces in eV/Å.


No. 2
ORCA calculation (ωB97M-V with the def2-TZVPD basis set) on a molecular structure, C17H18ClF6IN3O4PtS2Si at a distorted geometry.

Computed properties:
* molecular weight: 891.99 g mol⁻¹
* energy above the lowest of the compared OMol25 structures with the same formula, charge and spin: 182.70 kJ/mol
* total charge: -1
* electronic energy: -3686.116741 Ha
* frontier orbital gap: 7.38 eV
* LUMO: 2.05 eV

```
54
Properties=species:S:1:pos:R:3:forces:R:3:lowdin_charge:R:1
Pt 0.100247 0.762864 -0.524324 0.8531 -0.3383 -0.6249 0.919
F 3.538971 3.255282 -3.976570 0.0308 -0.0075 -0.0085 0.138
C 3.984281 2.407821 -3.050946 -0.0144 -0.1037 -0.0174 -0.678
F 4.950090 3.003126 -2.352635 -0.0189 0.0089 -0.0104 0.138
F 4.507942 1.341806 -3.670147 -0.0010 0.0283 0.0127 0.126
S 2.606146 1.876517 -1.953230 -0.2105 0.0566 0.1016 0.513
O 1.680307 1.207121 -2.843726 -0.2238 -0.0937 -0.0108 -0.344
O 3.206227 1.081798 -0.924568 0.1657 0.0359 -0.0166 -0.286
N 2.100964 3.231420 -1.379796 0.1894 -0.0066 0.3279 -0.302
S 0.736791 3.946749 -1.710876 -0.2666 0.3280 -0.4808 0.542
O 0.223933 3.653630 -3.018336 -0.0535 0.0603 -0.0366 -0.290
O -0.169434 3.976780 -0.608369 -0.0091 0.0069 0.1957 -0.297
C 1.326020 5.693459 -1.801845 0.0921 -0.0430 -0.0629 -0.677
F 1.715969 6.143350 -0.608299 0.0157 -0.0165 -0.0340 0.132
F 2.344898 5.833557 -2.655941 -0.0255 -0.0035 -0.0048 0.123
F 0.315486 6.459642 -2.229864 0.0434 -0.0043 0.0340 0.124
Cl -3.144568 -5.492990 -0.785834 -0.0134 0.0335 -0.0043 0.603
C -2.743110 -3.795858 -0.908968 -0.0123 -0.0786 0.0475 -0.681
C -2.669682 -3.028755 0.244633 0.0086 -0.0134 -0.0126 -0.101
C -2.350909 -1.686342 0.148921 -0.0568 -0.0220 -0.0577 -0.044
C -2.098885 -1.091936 -1.090502 0.0750 0.0076 -0.1958 -0.302
C -1.732588 0.355135 -1.207367 -0.1309 -0.0140 0.4252 -0.246
C -2.186567 -1.889683 -2.228125 0.0232 -0.0341 0.0146 -0.060
C -2.505829 -3.240329 -2.149184 0.0102 0.0476 -0.0241 -0.122
H -2.849270 -3.488414 1.207522 -0.0112 0.0113 0.0013 0.101
H -2.259234 -1.092886 1.048449 0.0166 0.0194 0.0078 0.087
H -2.469255 0.983186 -0.705041 0.0512 0.0560 -0.0205 0.066
H -1.637091 0.672075 -2.255159 -0.0905 -0.0287 -0.0053 0.069
H -1.998463 -1.446678 -3.199577 0.0141 -0.0074 -0.0025 0.110
H -2.567893 -3.853324 -3.038417 0.0135 0.0025 -0.0021 0.103
C -2.119646 -1.048598 4.574753 0.0287 0.0183 0.0100 -0.198
Si -0.634890 0.062320 4.275721 0.0497 0.0210 -0.0949 0.394
C -0.943086 1.727619 5.080903 -0.0017 -0.0214 -0.0396 -0.195
C 0.885723 -0.720045 5.048619 -0.0414 -0.0023 -0.0094 -0.196
C -0.387618 0.275301 2.490215 0.0865 -0.0812 0.1970 -0.224
C -0.198439 0.462753 1.299254 -0.6693 0.2157 0.4558 -0.318
H -2.306220 -1.171149 5.644899 -0.0136 -0.0149 -0.0046 0.022
H -1.955973 -2.037611 4.141250 0.0011 0.0007 0.0007 0.022
H -3.017057 -0.625961 4.118114 0.0005 0.0031 0.0044 0.026
H -1.109885 1.625893 6.156282 0.0000 0.0103 0.0021 0.022
H -1.816555 2.209660 4.637513 -0.0057 -0.0057 0.0143 0.027
H -0.089426 2.389358 4.922475 0.0035 -0.0063 0.0138 0.029
H 0.810430 -0.737601 6.138980 0.0061 -0.0139 0.0005 0.022
H 1.781264 -0.160207 4.773280 -0.0040 0.0103 0.0138 0.028
H 1.014101 -1.745701 4.696595 0.0052 0.0052 -0.0028 0.025
I 0.924825 -5.775088 -1.476192 -0.0066 -0.0199 0.0142 0.834
C 1.078036 -3.768086 -1.902148 0.0318 0.0216 -0.0173 -0.785
C 1.140654 -3.197473 -3.150960 -0.0819 0.0544 -0.0035 -0.167
N 1.192640 -1.866273 -2.940886 0.1111 0.0724 -0.0349 -0.006
N 1.182203 -1.545502 -1.647148 0.1866 -0.0900 -0.0115 0.010
C 1.112764 -2.689893 -0.995536 -0.1629 -0.0533 -0.0472 -0.199
H 1.125559 -3.629338 -4.136803 0.0337 -0.0128 0.0106 0.111
H 1.311164 -1.115231 -3.602720 -0.0165 0.0178 -0.0026 0.140
H 1.063921 -2.697275 0.081667 -0.0052 -0.0165 -0.0047 0.111
```
Positions in Å, forces in eV/Å.


no.,HOMO level (eV)
1,-10.862
2,-5.330